Entry from the Open Molecules 2025 dataset: C26H46N6O5 in the gas phase at a distorted geometry (wB97M-V/def2-TZVPD).

## Properties
Energy above the lowest of the compared OMol25 structures with the same formula, charge and spin: 5.0 kcal per mole
LUMO level: 0.76 eV
Energy: -46889.2344 eV
Spin multiplicity: 1

```
83
Properties=species:S:1:pos:R:3:nbo_charge:R:1
O -1.67 2.18 -3.57 -0.539
O -1.67 -0.39 3.11 -0.685
O -0.11 -0.12 4.77 -0.535
O 0.01 -0.88 -3.20 -0.645
O -0.18 2.81 -1.98 -0.676
N 1.47 -1.24 -0.18 -0.168
N 2.05 -1.93 1.74 -0.259
N -1.12 -2.06 4.55 -0.630
N -1.14 -0.57 -1.29 -0.454
N -2.11 1.76 -1.43 -0.451
N 2.03 -0.91 0.97 -0.072
C 0.47 2.06 -4.76 -0.656
C 1.11 -2.54 -0.16 -0.079
C -1.75 2.33 -5.91 -0.615
C -1.79 -3.12 3.83 -0.211
C -0.91 2.71 -4.69 0.276
C 1.28 -4.30 1.75 -0.421
C -1.01 -0.80 4.04 0.905
C 0.00 -0.60 -2.02 0.762
C -2.40 -0.59 -2.01 -0.248
C 0.39 -4.13 2.98 -0.394
C -0.99 -3.60 2.62 -0.418
C 3.65 0.54 -1.52 -0.408
C 1.28 1.62 5.49 -0.614
C -1.08 2.12 4.78 -0.642
C -3.09 0.79 -1.85 -0.234
C -1.29 -0.01 0.04 -0.250
C -1.21 2.28 -2.33 0.909
C 2.53 -0.26 -2.18 -0.205
C 1.30 -0.29 -1.25 -0.171
C 0.65 1.47 3.07 -0.647
C 3.47 2.05 -1.68 -0.607
C 1.49 -2.98 1.09 0.069
C -1.61 1.50 -0.09 -0.235
C 2.99 -1.66 -2.57 -0.617
C -0.80 4.23 -4.57 -0.644
C 0.17 1.27 4.50 0.272
H 1.54 2.67 5.41 0.212
H 2.21 0.26 -3.10 0.228
H -1.41 1.98 5.80 0.210
H -0.72 2.11 0.05 0.242
H -1.79 4.68 -4.51 0.210
H 0.81 -4.99 1.03 0.210
H 0.89 -3.42 3.65 0.211
H 4.61 0.25 -1.96 0.201
H 3.37 -2.20 -1.71 0.204
H 3.57 2.33 -2.73 0.200
H 4.22 2.59 -1.11 0.210
H 1.09 2.40 -3.94 0.235
H 0.95 2.31 -5.70 0.211
H -2.37 1.78 0.64 0.208
H 3.79 -1.59 -3.30 0.216
H -0.42 -2.31 5.23 0.402
H 0.30 -5.09 3.51 0.201
H -1.56 -4.37 2.09 0.202
H 0.95 1.41 6.51 0.213
H 2.49 2.37 -1.35 0.212
H -2.18 -0.79 -3.06 0.247
H 0.64 -3.03 -0.98 0.235
H 3.70 0.29 -0.46 0.217
H -1.82 1.24 -5.98 0.217
H -2.12 -0.54 0.52 0.221
H 1.20 0.70 -0.80 0.261
H -3.54 1.11 -2.79 0.239
H 2.24 -4.72 2.05 0.226
H -0.29 4.63 -5.43 0.214
H -0.86 3.17 4.61 0.213
H -0.88 -2.75 1.94 0.216
H -1.96 -3.94 4.53 0.197
H 1.06 2.47 2.95 0.212
H -0.18 1.34 2.38 0.220
H -2.75 -2.73 3.50 0.216
H 0.36 0.98 -4.69 0.237
H -1.88 1.81 4.11 0.233
H -2.75 2.73 -5.82 0.212
H -0.24 4.49 -3.67 0.240
H -3.86 0.75 -1.07 0.199
H -3.04 -1.39 -1.62 0.198
H 2.16 1.02 5.28 0.219
H 2.17 -2.22 -3.01 0.221
H -0.41 -0.17 0.65 0.237
H -1.29 2.71 -6.81 0.214
H 1.43 0.74 2.83 0.239
```

Entry from the Open Molecules 2025 dataset: a molecular structure, C39H29N5OReS4 (wB97M-V/def2-TZVPD).

## Properties
Energy above the lowest of the compared OMol25 structures with the same formula, charge and spin: 80.6 kcal per mole
Charge: +2
LUMO level (alpha / beta): -5.83 / -7.55 eV
Energy: -95868.7652 eV
Spin multiplicity: 4

```
79
Properties=species:S:1:pos:R:3:mulliken_spin:R:1
Re -3.40 -0.10 -0.03 1.719
S -3.53 2.14 -0.79 0.076
S -5.26 -1.43 -0.74 0.006
S -1.78 0.71 1.41 0.101
S -5.27 0.51 1.33 0.091
O 9.69 -0.24 -0.14 0.025
N 3.39 -0.20 1.32 -0.053
N -2.19 0.66 2.97 0.105
N -2.70 -2.20 -0.36 -0.042
N -1.47 -0.05 -1.20 -0.031
N 3.37 -0.27 -0.91 0.021
C -1.66 4.13 -0.59 0.008
C 0.90 -0.19 1.72 0.113
C 10.54 -0.19 1.01 0.001
C -0.97 -1.86 1.34 0.118
C -1.37 0.45 3.98 0.055
C -1.28 2.30 0.89 0.047
C -1.57 -2.66 0.22 -0.008
C -1.45 0.16 -2.52 0.032
C -0.58 4.77 -0.04 -0.003
C -2.66 -4.02 -1.90 -0.015
C -0.38 -0.44 0.96 -0.126
C -6.49 0.69 0.03 0.024
C 4.16 -0.24 0.18 0.097
C -0.30 -0.23 -0.55 0.042
C 0.16 4.19 1.00 0.016
C 0.91 -0.20 -1.23 0.017
C -3.22 -2.85 -1.42 -0.007
C 0.91 -0.02 -2.61 0.050
C 7.73 -0.19 1.27 -0.002
C 0.00 0.14 4.08 0.180
C -2.06 2.86 -0.14 0.009
C 7.61 -0.28 -1.15 -0.019
C 2.07 -0.23 0.96 0.107
C 5.59 -0.24 0.16 0.022
C 0.97 -0.08 3.11 -0.070
C -6.47 -0.18 -1.07 -0.034
C -0.29 0.16 -3.27 -0.019
C 6.36 -0.19 1.33 0.035
C -8.36 0.87 -2.04 0.011
C -8.41 1.74 -0.96 -0.004
C 6.24 -0.28 -1.09 0.027
C -0.19 2.95 1.47 -0.002
C -7.49 1.65 0.08 0.024
C -1.52 -4.52 -1.29 0.019
C -7.39 -0.12 -2.09 0.000
C 2.12 -0.27 -0.45 0.145
C -0.96 -3.82 -0.23 -0.004
C 8.37 -0.23 0.03 0.056
C -4.43 -2.24 -2.12 0.040
H -4.12 -1.53 -2.90 0.007
H -7.36 -0.83 -2.92 0.000
H 5.89 -0.16 2.30 0.000
H 11.55 -0.20 0.63 0.000
H -3.12 -4.53 -2.73 -0.001
H 8.13 -0.31 -2.10 -0.001
H -9.08 0.96 -2.84 0.001
H 1.86 0.00 -3.14 0.001
H -0.15 -2.44 1.77 -0.005
H -1.89 0.53 4.93 0.001
H 5.66 -0.31 -1.99 -0.001
H 1.97 -0.16 3.52 -0.016
H -0.33 0.32 -4.33 0.001
H 10.38 -1.07 1.64 0.000
H -2.41 0.36 -2.98 0.026
H -1.71 -1.74 2.13 -0.020
H 10.37 0.72 1.58 0.000
H -1.07 -5.44 -1.64 0.000
H 3.76 -0.16 2.26 0.001
H -5.04 -3.02 -2.57 0.007
H 8.30 -0.16 2.19 -0.001
H -9.17 2.50 -0.92 0.000
H -0.06 -4.17 0.25 0.000
H 0.36 0.11 5.10 0.008
H -7.53 2.33 0.91 0.001
H -2.23 4.60 -1.38 -0.002
H -0.30 5.75 -0.41 0.000
H 1.00 4.72 1.44 0.001
H 0.35 2.49 2.29 -0.009
```

Entry from the Open Molecules 2025 dataset: a molecular structure, C30H35AsHfN4O4Si2 at a distorted geometry (wB97M-V/def2-TZVPD).

## Properties
Energy above the lowest of the compared OMol25 structures with the same formula, charge and spin: 15.5 kcal per mole
Charge: -2
LUMO level: 4.39 eV
Energy: -123728.3786 eV
Spin multiplicity: 1

```
77
Properties=species:S:1:pos:R:3:lowdin_charge:R:1
Hf -0.41 0.11 0.51 1.369
As 1.03 -0.07 -2.00 0.650
Si 2.99 -1.36 -2.56 0.158
Si -0.47 -0.73 -3.79 0.182
O -3.93 4.45 3.40 0.062
O -1.10 1.80 -0.61 -0.233
O -1.51 4.00 -0.49 0.023
O -3.28 5.00 1.35 0.095
N -2.17 -0.64 1.59 -0.238
N -0.30 2.25 3.51 0.119
N -2.17 -1.90 1.90 -0.101
N -0.16 2.08 2.13 -0.108
C -5.71 -0.27 2.56 -0.140
C 0.04 -1.94 0.79 -0.326
C 0.87 1.40 1.49 -0.318
C -1.89 0.47 -3.54 -0.258
C -1.91 3.45 2.56 -0.046
C 2.88 2.82 1.70 -0.050
C -1.00 -2.53 -3.73 -0.237
C -0.94 -3.91 1.94 -0.104
C -1.32 3.11 3.77 0.000
C 1.34 -3.93 1.25 -0.183
C 4.17 -1.34 -1.13 -0.261
C 2.26 1.54 1.83 -0.236
C 1.21 -2.66 0.70 -0.217
C -3.11 4.31 2.48 -0.484
C 0.37 -0.34 -5.41 -0.266
C -5.17 1.48 1.00 -0.107
C 3.03 0.43 2.28 -0.059
C -6.10 0.80 1.79 -0.164
C 2.63 -3.14 -3.03 -0.267
C 4.30 0.62 2.76 -0.120
C -3.86 1.03 0.96 -0.059
C 4.18 2.97 2.13 -0.120
C -1.03 -2.59 1.55 -0.374
C -1.08 2.85 1.54 -0.077
C -3.45 -0.01 1.81 -0.271
C 3.81 -0.50 -4.06 -0.265
C 4.90 1.87 2.61 -0.133
C -1.18 2.91 0.05 -0.533
C 0.25 -4.61 1.77 -0.157
C -4.36 -0.61 2.67 -0.063
H 2.55 -0.51 2.32 0.084
H 0.36 -5.68 2.00 0.080
H 4.86 -0.85 -3.99 0.005
H 1.92 -3.60 -2.31 0.012
H -1.65 3.37 4.76 0.133
H -4.04 -1.48 3.26 0.092
H -0.48 -0.13 -6.08 0.005
H -2.00 -2.56 -3.32 0.009
H -2.26 0.62 -4.59 0.023
H 2.30 -4.41 1.27 0.056
H 5.23 -1.14 -1.50 0.032
H -0.32 -3.15 -3.11 0.018
H 5.91 2.04 2.97 0.081
H 4.83 -0.25 3.16 0.102
H -2.67 0.13 -2.88 0.012
H -3.17 1.47 0.28 0.072
H 3.94 -0.60 -0.32 0.019
H 0.96 -1.18 -5.78 0.011
H 4.19 -2.34 -0.67 0.016
H 2.29 3.65 1.32 0.110
H 4.66 3.94 2.18 0.084
H -5.49 2.30 0.35 0.098
H 3.76 0.60 -3.98 0.013
H -1.83 -4.39 2.38 0.093
H -6.45 -0.95 3.01 0.093
H 0.04 1.50 4.15 0.201
H 3.61 -3.80 -3.12 0.051
H -1.55 1.45 -3.12 0.018
H 3.42 -0.79 -5.05 0.009
H -7.17 1.15 1.81 0.093
H 2.16 -3.27 -4.03 0.011
H -2.60 4.73 0.66 0.083
H 0.99 0.60 -5.34 0.037
H -1.01 -2.87 -4.82 0.035
H 2.05 -2.27 0.15 0.028
```

- Look up the energy of the first one.
  -46889.2344 eV